(1)
81
Properties=species:S:1:pos:R:3:lowdin_charge:R:1 method="wB97M-V/def2-TZVPD" relative_energy_kj_mol=48.8 gap_ev=6.876 charge=0
Pt 1.09 0.55 -0.88 1.01
S -0.43 -5.25 -2.32 1.08
C -1.15 -6.79 -2.41 -0.41
C -2.51 -6.73 -2.28 -0.18
C -2.97 -5.40 -2.10 -0.12
C -1.96 -4.48 -2.10 -0.48
C -2.06 -3.03 -1.90 -0.18
C -0.89 -2.24 -1.77 -0.08
N -0.92 -0.96 -1.53 0.10
C -2.10 -0.34 -1.41 -0.16
C -3.32 -1.00 -1.56 -0.12
C -4.54 -0.26 -1.45 -0.01
C -4.52 1.07 -1.21 -0.02
C -3.29 1.78 -1.05 -0.12
C -3.23 3.16 -0.83 0.03
C -2.01 3.80 -0.70 -0.19
C -0.86 2.99 -0.77 -0.07
N -0.88 1.69 -0.95 0.02
C -2.08 1.08 -1.12 -0.13
C -1.88 5.25 -0.50 -0.48
C -0.74 5.99 -0.37 -0.12
C -0.99 7.37 -0.18 -0.18
C -2.32 7.66 -0.17 -0.41
S -3.27 6.26 -0.38 1.06
C -3.27 -2.38 -1.81 0.06
H -0.54 -7.66 -2.57 0.07
H -3.15 -7.59 -2.32 0.10
H -4.01 -5.14 -1.98 0.11
H 0.09 -2.68 -1.88 0.10
H -5.48 -0.78 -1.57 0.12
H -5.45 1.63 -1.14 0.12
H -4.15 3.72 -0.78 0.11
H 0.13 3.43 -0.65 0.11
H 0.26 5.57 -0.42 0.11
H -0.21 8.11 -0.07 0.11
H -2.79 8.62 -0.05 0.07
H -4.20 -2.92 -1.93 0.12
C -0.59 2.36 4.97 -0.08
C -0.35 3.12 3.84 -0.07
C 0.26 2.54 2.74 -0.08
C 0.62 1.19 2.76 -0.34
C 0.37 0.43 3.90 -0.08
C -0.22 1.02 5.00 -0.07
P 1.39 0.47 1.28 0.94
C 0.65 -1.25 1.42 -0.34
C -0.74 -1.37 1.55 -0.13
C -1.34 -2.61 1.65 -0.08
C -0.56 -3.76 1.62 -0.09
C 0.82 -3.66 1.49 -0.07
C 1.42 -2.41 1.40 -0.07
C 3.13 0.16 1.57 -0.33
C 3.82 0.22 2.75 -0.06
C 5.20 -0.07 2.74 -0.07
C 5.84 -0.37 1.57 -0.02
C 5.14 -0.39 0.33 -0.17
C 5.78 -0.63 -0.91 -0.04
C 5.06 -0.56 -2.06 -0.06
C 3.67 -0.27 -2.05 -0.07
C 3.00 -0.03 -0.88 -0.27
C 3.76 -0.11 0.33 -0.23
H -1.06 2.80 5.84 0.11
H -0.63 4.17 3.81 0.11
H 0.45 3.14 1.86 0.09
H 0.64 -0.62 3.92 0.12
H -0.40 0.43 5.89 0.11
H -1.36 -0.48 1.57 0.11
H -2.41 -2.68 1.74 0.11
H -1.03 -4.74 1.69 0.11
H 1.43 -4.55 1.46 0.11
H 2.49 -2.34 1.29 0.11
H 3.32 0.47 3.68 0.10
H 5.75 -0.04 3.67 0.10
H 6.90 -0.57 1.57 0.11
H 6.84 -0.86 -0.92 0.11
H 5.54 -0.74 -3.01 0.11
H 3.16 -0.22 -3.00 0.07
F 2.07 0.13 -4.97 0.15
B 0.97 -0.29 -4.26 -1.23
F 1.13 -1.59 -3.77 0.12
F -0.22 -0.12 -4.92 0.15
F 0.89 0.60 -3.04 -0.09

***

(2)
15
Properties=species:S:1:pos:R:3:nbo_charge:R:1 method="wB97M-V/def2-TZVPD" relative_energy_kj_mol=340.4 gap_ev=8.907 charge=0
C 2.54 0.54 0.15 -0.65
N 0.53 0.04 -1.29 -0.49
C -2.38 -0.14 0.13 0.76
C -0.94 -0.43 -0.17 0.17
C 1.13 0.12 -0.03 0.22
C 0.14 -0.27 0.80 -0.38
O -3.01 -1.22 0.61 -0.67
N -0.57 -0.86 -1.37 -0.25
O -2.90 0.93 -0.04 -0.56
H -3.95 -1.01 0.75 0.49
H 0.59 0.74 -2.03 0.41
H 0.11 -0.34 1.88 0.24
H 2.69 1.56 -0.18 0.23
H 2.82 0.47 1.20 0.23
H 3.20 -0.11 -0.43 0.24

***

(3)
18
Properties=species:S:1:pos:R:3:nbo_charge:R:1 method="wB97M-V/def2-TZVPD" relative_energy_kj_mol=51.8 smiles=CS.O.O.O.O gap_ev=9.131 charge=0
C -0.80 -0.73 -2.30 -0.70
S -2.52 -0.13 -2.05 -0.08
H -0.94 -1.60 -2.92 0.22
H -0.21 0.04 -2.78 0.22
H -0.37 -0.94 -1.32 0.24
H -2.37 0.70 -1.02 0.10
H -0.03 0.84 2.31 0.50
H 1.35 1.66 2.18 0.49
O 0.92 0.81 2.29 -0.96
H 1.40 0.06 0.67 0.50
H 2.65 -0.51 -0.05 0.47
O 1.69 -0.42 -0.14 -0.99
H 1.57 -2.45 0.88 0.48
H 0.36 -3.12 1.50 0.46
O 1.32 -3.05 1.58 -0.95
H -2.08 2.66 0.45 0.47
H -0.81 3.46 0.09 0.48
O -1.14 2.73 0.63 -0.95

***

(4)
73
Properties=species:S:1:pos:R:3:lowdin_charge:R:1 method="wB97M-V/def2-TZVPD" relative_energy_kj_mol=342.8 gap_ev="3.439 / 3.252" spin_multiplicity=2 charge=-1
Ti -9.43 -13.85 1.93 0.61
C -7.51 -13.76 4.98 -0.03
C -8.57 -14.81 5.06 -0.27
N -9.12 -14.95 6.28 0.12
C -10.25 -15.65 6.36 -0.10
C -10.65 -16.55 5.40 -0.15
C -11.83 -17.45 5.72 -0.23
O -13.06 -16.88 5.30 -0.05
C -10.09 -16.46 4.13 -0.07
C -10.76 -17.16 3.05 -0.05
N -10.54 -16.91 1.79 0.05
C -11.48 -17.38 0.88 -0.39
C -12.88 -17.29 0.98 -0.06
C -13.74 -17.45 -0.11 -0.07
C -13.18 -17.78 -1.32 -0.11
C -11.83 -18.10 -1.43 -0.14
C -10.99 -17.96 -0.34 -0.57
I -8.87 -18.39 -0.36 0.85
C -9.04 -15.52 3.93 -0.33
O -8.42 -15.31 2.78 -0.22
H -6.97 -13.69 5.94 0.09
H -6.79 -14.00 4.16 0.08
H -7.90 -12.76 4.79 0.08
H -10.78 -15.52 7.30 0.12
H -11.61 -18.36 5.18 0.10
H -11.79 -17.69 6.79 0.12
H -13.76 -17.32 5.85 0.11
H -11.54 -17.88 3.34 0.13
H -13.32 -17.15 1.98 0.11
H -14.79 -17.13 0.00 0.12
H -13.74 -17.85 -2.23 -0.05
H -11.49 -18.64 -2.30 0.10
Se -11.28 -12.67 3.22 0.15
Te -15.02 -18.04 -4.75 -0.36
Te -14.28 -20.45 -4.49 -0.40
Se -12.01 -13.63 1.15 0.12
O -8.15 -10.32 1.88 -0.26
S -8.30 -11.61 1.21 0.61
O -9.39 -12.35 0.46 -0.51
O -7.90 -12.57 2.33 -0.43
C -6.85 -11.74 0.20 -0.29
C -6.41 -10.51 -0.18 -0.07
C -5.37 -10.33 -1.07 -0.05
C -4.76 -11.48 -1.50 -0.08
C -5.19 -12.76 -1.13 -0.07
C -6.25 -12.92 -0.23 -0.24
P -7.36 -14.47 -0.27 1.10
C -8.09 -14.43 -1.93 -0.35
C -7.47 -14.16 -3.16 -0.08
C -8.24 -14.29 -4.34 -0.07
C -9.62 -14.44 -4.27 -0.06
C -10.24 -14.69 -3.05 -0.06
C -9.49 -14.62 -1.93 -0.12
C -6.06 -15.68 -0.21 -0.40
C -5.68 -16.35 -1.43 -0.10
C -4.52 -17.12 -1.44 -0.09
C -3.85 -17.31 -0.24 -0.10
C -4.24 -16.69 0.94 -0.09
C -5.25 -15.72 0.94 -0.08
H -6.87 -9.68 0.30 0.10
H -5.08 -9.38 -1.47 0.11
H -3.93 -11.50 -2.25 0.12
H -4.70 -13.61 -1.61 0.11
H -6.40 -14.06 -3.18 0.09
H -7.71 -14.15 -5.27 0.10
H -10.22 -14.36 -5.19 0.12
H -11.28 -14.89 -2.94 0.11
H -9.98 -14.69 -0.96 0.05
H -6.34 -16.40 -2.33 0.11
H -4.12 -17.66 -2.28 0.10
H -2.96 -17.94 -0.27 0.10
H -3.79 -16.93 1.94 0.12
H -5.49 -15.16 1.87 0.12

***

(5)
109
Properties=species:S:1:pos:R:3:lowdin_charge:R:1 method="wB97M-V/def2-TZVPD" relative_energy_kj_mol=839.2 gap_ev="4.603 / 5.406" spin_multiplicity=6 charge=+2
Mn 0.09 -1.03 -0.21 0.60
O -0.92 -0.78 2.89 -0.44
S 0.28 -0.52 2.07 0.82
C 0.84 1.14 2.39 -0.36
C 1.66 1.44 3.47 -0.06
C 1.98 2.76 3.71 -0.05
C 1.50 3.75 2.87 -0.03
C 0.66 3.45 1.79 -0.04
C 0.33 2.13 1.52 -0.31
P -1.05 1.54 0.42 1.05
C -0.35 0.91 -1.18 -0.39
C -1.31 -0.14 -1.71 -0.32
C -1.03 -0.74 -3.06 -0.19
C 1.41 -0.43 -3.58 0.09
C 1.09 0.95 -3.22 -0.08
C 0.64 1.44 -1.97 -0.06
C -1.86 3.10 -0.09 -0.36
C -1.21 4.10 -0.83 -0.11
C -1.86 5.28 -1.14 -0.06
C -3.18 5.47 -0.73 -0.06
C -3.84 4.49 -0.02 -0.06
C -3.18 3.31 0.30 -0.10
C 1.64 -1.52 2.65 -0.39
C 1.56 -2.07 3.91 -0.06
C 2.57 -2.93 4.33 -0.03
C 3.61 -3.24 3.47 -0.03
C 3.69 -2.67 2.20 -0.05
C 2.71 -1.79 1.77 -0.35
P 2.70 -0.94 0.14 1.10
C 3.92 -1.77 -0.94 -0.35
C 5.28 -1.73 -0.64 -0.09
C 6.20 -2.30 -1.51 -0.05
C 5.77 -2.88 -2.70 -0.05
C 4.42 -2.91 -3.01 -0.06
C 3.50 -2.35 -2.13 -0.12
C 3.60 0.61 0.50 -0.35
C 4.14 0.93 1.74 -0.09
C 4.79 2.15 1.92 -0.06
C 4.90 3.05 0.87 -0.06
C 4.40 2.71 -0.39 -0.06
C 3.75 1.50 -0.57 -0.10
H 2.00 0.65 4.13 0.12
H 2.60 3.02 4.56 0.12
H 1.75 4.79 3.06 0.12
H 0.26 4.25 1.19 0.10
H -2.32 -0.10 -1.33 0.09
H -1.89 -1.14 -3.59 0.15
H 2.18 -0.60 -4.33 0.13
H 1.60 1.70 -3.82 0.15
H 1.14 2.34 -1.62 0.11
H -0.18 3.96 -1.16 0.09
H -1.34 6.05 -1.69 0.11
H -3.69 6.40 -0.98 0.12
H -4.86 4.64 0.30 0.12
H -3.69 2.54 0.87 0.06
H 0.71 -1.84 4.55 0.13
H 2.53 -3.37 5.32 0.12
H 4.39 -3.92 3.79 0.12
H 4.51 -2.93 1.54 0.11
H 5.64 -1.24 0.26 0.11
H 7.26 -2.27 -1.27 0.12
H 6.50 -3.31 -3.38 0.12
H 4.09 -3.35 -3.95 0.11
H 2.45 -2.32 -2.39 0.06
H 4.08 0.23 2.56 0.11
H 5.21 2.39 2.89 0.12
H 5.39 4.00 1.02 0.12
H 4.52 3.40 -1.22 0.11
H 3.39 1.22 -1.56 0.09
N -1.53 0.08 -7.14 0.19
C -1.31 0.26 -5.82 -0.47
N -2.30 0.87 -5.11 0.19
N -0.17 -0.13 -5.32 0.15
C 0.05 -0.23 -3.97 -0.32
N -0.66 -1.50 -1.86 -0.02
H -2.41 0.31 -7.57 0.12
H -0.86 -0.45 -7.66 0.12
H -3.05 1.32 -5.60 0.12
H -2.06 1.29 -4.23 0.11
C -5.28 0.42 -1.12 -0.19
C -5.53 0.12 0.36 -0.44
As -3.86 -0.22 1.35 1.17
C -4.02 -2.17 1.51 -0.44
C -3.64 -2.85 0.19 -0.18
C -4.40 0.39 3.13 -0.44
C -5.61 -0.32 3.73 -0.16
H -6.22 0.69 -1.62 0.07
H -4.88 -0.45 -1.64 0.05
H -4.59 1.26 -1.25 0.04
H -6.18 -0.75 0.47 0.07
H -6.04 0.96 0.84 0.07
H -5.05 -2.42 1.78 0.06
H -3.37 -2.50 2.33 0.05
H -4.34 -2.56 -0.60 0.06
H -3.67 -3.94 0.28 0.08
H -2.64 -2.57 -0.14 0.02
H -4.60 1.46 3.04 0.05
H -3.52 0.27 3.77 0.05
H -6.49 -0.23 3.09 0.06
H -5.87 0.11 4.70 0.07
H -5.42 -1.38 3.89 0.06
S 0.89 -5.54 0.42 1.11
C -0.11 -4.98 1.68 -0.34
C -0.39 -3.67 1.51 -0.22
N 0.20 -3.11 0.38 -0.11
C 0.89 -4.00 -0.27 -0.47
H -0.45 -5.64 2.47 0.09
H -1.01 -3.07 2.16 0.10
H 1.42 -3.79 -1.19 0.07

***

(6)
21
Properties=species:S:1:pos:R:3:nbo_charge:R:1 method="wB97M-V/def2-TZVPD" relative_energy_kj_mol=217.8 gap_ev=8.183 charge=0
C -4.35 0.29 0.14 -0.10
C -4.06 -1.03 -0.14 -0.09
C -2.31 0.21 -0.32 0.24
C -0.99 0.63 -0.58 0.20
C 2.48 -0.84 -0.46 -0.37
C 2.24 0.33 0.53 -0.10
C 3.51 1.26 0.48 -0.62
N -3.22 1.01 0.07 -0.42
N 0.08 0.72 -0.13 0.03
N 1.13 1.23 0.18 -0.32
N -2.80 -1.06 -0.52 -0.52
Cl 0.96 -1.85 -0.53 -0.10
H -5.33 0.52 0.43 0.20
H -4.72 -1.84 -0.07 0.21
H 2.85 -0.45 -1.45 0.23
H 3.27 -1.46 0.03 0.22
H 2.16 -0.09 1.59 0.20
H 3.92 1.23 1.53 0.21
H 3.44 2.31 0.26 0.24
H 4.33 0.86 -0.18 0.20
H -2.60 -1.98 -0.86 0.43

***

(7)
66
Properties=species:S:1:pos:R:3:nbo_charge:R:1 method="wB97M-V/def2-TZVPD" relative_energy_kj_mol=84.1 gap_ev=6.698 charge=+1
Pb 0.33 -0.84 -0.56 1.08
C 4.32 -1.51 -0.14 -0.53
C 3.98 -2.99 -0.13 -0.54
S 2.29 -3.42 -0.66 0.23
C 1.68 -4.47 0.69 -0.54
C 1.73 -3.90 2.10 -0.55
S 0.84 -2.33 2.29 0.24
C 2.05 -1.32 3.18 -0.54
C 3.42 -1.12 2.53 -0.55
S 3.34 -0.37 0.88 0.22
H 4.24 -1.10 -1.15 0.24
H 5.37 -1.41 0.14 0.24
H 4.15 -3.43 0.85 0.22
H 4.67 -3.49 -0.81 0.25
H 2.22 -5.42 0.67 0.24
H 0.65 -4.69 0.40 0.25
H 2.76 -3.75 2.43 0.22
H 1.30 -4.63 2.78 0.24
H 2.19 -1.74 4.18 0.24
H 1.55 -0.36 3.32 0.23
H 3.96 -2.06 2.46 0.22
H 4.01 -0.47 3.18 0.24
O -1.52 3.88 -6.24 -0.52
C -1.11 3.20 -5.35 0.20
S -0.12 3.80 -4.01 0.29
C -0.08 2.29 -3.10 -0.54
C -0.67 1.19 -3.63 -0.30
S -0.74 -0.45 -3.11 -0.29
S -1.48 1.47 -5.17 0.39
S 0.87 2.26 -1.64 0.01
S -1.92 0.05 0.88 -0.36
C -2.40 -1.51 0.32 -0.07
N -1.60 -2.26 -0.39 -0.67
C -2.18 -3.47 -0.75 0.18
C -1.59 -4.47 -1.52 -0.25
C -2.31 -5.61 -1.78 -0.19
C -3.61 -5.77 -1.29 -0.21
C -4.22 -4.78 -0.54 -0.19
C -3.49 -3.62 -0.27 -0.25
S -3.96 -2.20 0.63 0.46
H -0.59 -4.33 -1.91 0.22
H -1.87 -6.40 -2.37 0.23
H -4.16 -6.67 -1.51 0.23
H -5.23 -4.90 -0.17 0.23
C -0.26 2.59 2.84 -0.63
C -1.24 3.09 1.80 -0.69
Sb -0.34 3.63 -0.07 1.57
C 1.18 5.02 0.49 -0.73
C 0.62 6.19 1.29 -0.63
C -1.86 4.66 -1.13 -0.71
C -2.98 3.73 -1.57 -0.63
H -0.77 2.46 3.79 0.24
H 0.56 3.29 3.00 0.21
H 0.15 1.62 2.55 0.22
H -1.69 4.05 2.07 0.24
H -2.05 2.39 1.62 0.27
H 1.64 5.34 -0.44 0.25
H 1.93 4.47 1.05 0.24
H -0.08 6.79 0.70 0.22
H 1.43 6.84 1.60 0.24
H 0.10 5.86 2.20 0.21
H -1.39 5.16 -1.98 0.26
H -2.21 5.43 -0.44 0.24
H -2.63 2.99 -2.29 0.23
H -3.77 4.31 -2.06 0.24
H -3.43 3.20 -0.73 0.22

***

(8)
11
Properties=species:S:1:pos:R:3:nbo_charge:R:1 method="wB97M-V/def2-TZVPD" relative_energy_kj_mol=295.8 smiles="C#CC1=CC=NC1=O" gap_ev=8.345 charge=0
C 1.16 -0.47 0.80 0.65
C 1.31 1.57 0.04 0.15
C -0.10 1.06 -0.37 -0.23
C -0.21 -0.16 0.03 -0.18
C -1.14 -1.22 -0.05 -0.05
C -2.11 -1.91 -0.55 -0.16
H 1.84 2.53 -0.53 0.22
H -1.13 1.67 -0.44 0.25
H -3.10 -2.27 -0.97 0.27
N 1.98 0.67 0.64 -0.47
O 1.50 -1.45 1.40 -0.45